1.
The following is a DFT calculation (wB97M-V/def2-TZVPD) of C13H40EuN7P as an isolated structure.

lowest unoccupied orbital energy (spin up / spin down) = -10.660 / -8.165 eV
largest force on an atom = 0.631 eV Å⁻¹
HOMO energy (spin up / spin down) = -18.55 / -18.53 eV
Kohn-Sham gap (spin up / spin down) = 7.9 / 10.4 eV
total energy = -1953.50046 hartree
energy above the lowest of the compared OMol25 structures with the same formula, charge and spin = 0.0 kcal per mole
charge = +3
2S+1 = 7

```
62
Properties=species:S:1:pos:R:3:forces:R:3:mulliken_spin:R:1
Eu 0.163855 -0.171380 0.266858 0.5 -0.2 0.2 6.06
P -2.398317 0.573788 -1.159103 -0.2 0.1 -0.1 -0.01
N 2.290260 -0.588559 -1.216029 -0.1 0.0 0.1 -0.02
N 1.861617 1.000325 1.987513 -0.2 0.0 0.0 0.00
N 1.676562 -2.096950 1.279754 0.0 0.1 -0.1 -0.01
N -1.520108 -1.576574 1.656269 0.1 0.2 0.1 -0.01
N -1.068421 1.334117 2.032344 0.1 -0.2 0.1 -0.01
N -0.182257 -2.144480 -1.409331 0.0 0.2 -0.1 -0.01
N 0.853189 2.046566 -0.999432 0.0 -0.3 -0.1 0.00
C -2.050073 0.525407 2.814683 0.0 0.1 -0.1 0.00
C -1.645895 -0.920823 2.990941 0.0 0.0 -0.1 0.00
C -3.188199 2.125773 -0.599189 0.0 0.0 0.0 0.00
C 1.951341 -1.417426 -2.417379 0.1 0.0 0.0 0.00
C 3.318711 -1.289178 -0.396913 0.0 0.0 -0.1 0.00
C 0.467579 -1.614899 -2.640397 0.0 -0.1 0.1 0.00
C 1.123542 1.354765 3.237690 0.1 -0.1 -0.1 0.00
C -0.129493 2.118096 2.886502 -0.1 0.0 -0.1 0.00
C 1.754696 1.669637 -2.132168 0.0 0.0 0.1 0.00
C 2.765595 -2.489491 0.334518 -0.1 0.0 0.1 0.00
C -3.778237 -0.616890 -1.015043 0.0 0.0 0.0 0.00
C 2.833322 0.729337 -1.642559 -0.1 0.0 0.0 0.00
C -2.308867 0.833523 -2.966807 0.0 0.0 0.0 0.00
H 0.145316 3.018704 2.333199 0.0 0.0 0.0 0.00
H 2.426387 -2.393590 -2.317870 0.0 0.0 0.0 0.00
H 4.154208 -1.613376 -1.024800 0.0 0.1 0.0 0.00
H -2.443967 -1.595831 1.229408 0.0 0.0 -0.1 0.00
H 0.890404 0.435203 3.772232 0.0 -0.1 0.0 0.00
H 3.584062 0.601827 -2.426172 0.1 0.0 0.0 0.00
H 2.692540 0.478167 2.254637 0.0 0.0 0.0 0.00
H 0.074502 2.581489 -1.377699 0.0 0.0 0.0 0.00
H 1.737493 1.959704 3.903883 0.0 0.0 0.0 0.00
H -3.262956 1.229522 -3.316130 0.0 0.0 0.0 0.00
H -4.080861 2.306590 -1.199392 0.0 0.0 0.0 0.00
H -3.501353 2.061687 0.445184 0.0 0.0 0.0 0.00
H -4.603339 -0.284593 -1.646716 0.0 0.0 0.0 0.00
H 2.382818 -0.967325 -3.313332 0.0 0.0 0.0 0.00
H 3.343029 1.183399 -0.790218 0.0 0.0 0.0 0.00
H 2.227173 2.544580 -2.576956 0.0 0.1 0.0 0.00
H -0.689879 -1.009945 3.506322 0.0 0.0 0.0 0.00
H -3.490759 -1.620330 -1.334496 0.0 0.0 0.0 0.00
H -4.147221 -0.667007 0.011967 0.0 0.0 0.0 0.00
H -1.524677 1.542984 -3.238224 0.0 0.0 0.0 0.00
H 3.722629 -0.575957 0.323824 0.0 0.0 0.0 0.00
H 0.222934 -3.052184 -1.193385 0.1 0.0 0.1 0.00
H 1.149504 1.203192 -2.909398 0.0 0.0 0.0 0.00
H 0.337022 -2.286111 -3.489714 -0.1 0.0 0.0 0.00
H 2.245966 1.866764 1.616369 0.0 0.0 0.0 0.00
H -1.618570 2.023677 1.531570 0.0 0.0 -0.1 0.00
H -2.225706 0.975930 3.792268 0.0 0.0 0.0 0.00
H -1.301654 -2.559101 1.801357 0.1 0.0 0.0 0.00
H 1.198117 -2.948455 1.563860 0.0 0.0 0.0 0.00
H 3.580639 -2.988613 0.857634 0.0 0.0 0.0 0.00
H -0.625998 2.450991 3.798988 0.0 0.0 0.0 0.00
H -1.152676 -2.357389 -1.627299 0.0 0.0 0.0 0.00
H 2.114803 -1.778619 2.140970 0.0 0.0 0.0 0.00
H -3.003581 0.555150 2.282541 0.0 0.0 0.0 0.00
H -2.521725 2.982966 -0.718902 0.0 0.0 0.0 0.00
H 1.350909 2.724317 -0.427250 0.0 0.0 0.1 0.00
H -2.122673 -0.106596 -3.487111 0.0 0.0 0.0 0.00
H 2.359159 -3.220584 -0.362947 0.0 0.0 0.0 0.00
H -0.020403 -0.672401 -2.893982 0.0 0.0 0.0 0.00
H -2.392014 -1.413517 3.613059 0.0 -0.1 0.0 0.00
```
Forces are in eV/Å.

***

2.
The following is a DFT calculation (wB97M-V/def2-TZVPD) of CH3ErMgO2 as an isolated structure.

lowest unoccupied orbital energy (spin up / spin down) = -5.823 / -5.931 eV
largest force on an atom = 4.761 eV Å⁻¹
HOMO energy (spin up / spin down) = -9.89 / -13.60 eV
Kohn-Sham gap (spin up / spin down) = 4.1 / 7.7 eV
total energy = -1405.22801 hartree
energy above the lowest of the compared OMol25 structures with the same formula, charge and spin = 0.0 kcal per mole
charge = +1
2S+1 = 5

```
8
Properties=species:S:1:pos:R:3:forces:R:3:mulliken_spin:R:1
Er 0.355200 1.333173 -0.432128 -0.5 -4.5 1.5 3.11
Mg 0.934486 -1.841087 0.542335 -0.2 -0.1 0.0 0.95
O -1.341598 0.037653 0.149476 3.1 2.5 -1.3 -0.06
O 1.615250 -0.187307 -0.046455 -1.7 2.7 -0.7 -0.01
C -2.698078 -0.216469 0.008941 -1.5 -0.7 0.5 0.00
H -3.073285 -0.474527 1.017162 -0.1 -0.3 -0.5 0.00
H -3.380930 0.589061 -0.318537 0.8 0.3 -0.1 0.00
H -2.871106 -1.043751 -0.704879 0.1 0.2 0.5 0.00
```
Forces are in eV/Å.

***

3.
The following is a DFT calculation (wB97M-V/def2-TZVPD) of a 5-piece molecular cluster, C4H19N2O4 overall.

lowest unoccupied orbital energy (spin up / spin down) = -7.593 / -11.215 eV
largest force on an atom = 8.173 eV Å⁻¹
HOMO energy (spin up / spin down) = -18.12 / -18.12 eV
Kohn-Sham gap (spin up / spin down) = 10.5 / 6.9 eV
total energy = -573.51381 hartree
energy above the lowest of the compared OMol25 structures with the same formula, charge and spin = 58.0 kcal per mole
charge = +2
2S+1 = 2

```
29
Properties=species:S:1:pos:R:3:forces:R:3:mulliken_spin:R:1
O -3.111296 -0.962918 -0.996716 1.2 -3.1 -2.0 0.00
O -0.143265 -2.528529 1.919483 1.2 -3.8 -2.6 0.00
O -1.465747 0.703207 3.585927 2.0 5.6 -1.0 0.00
O -1.568528 0.170167 1.094535 0.9 0.9 0.8 0.00
N 0.488288 -0.518277 0.009866 -0.7 -0.9 -1.3 -0.01
N -0.165469 2.272526 -0.874262 0.1 -8.2 0.5 0.33
C 2.695252 -0.120227 -1.334316 0.9 -1.2 1.1 0.02
C 1.412822 0.392753 -0.718353 0.5 -2.0 -1.0 0.42
C 2.808065 -0.100995 -2.894412 -1.6 0.8 -0.4 0.07
C 0.943579 1.613100 -1.135374 0.8 3.4 -1.0 0.11
H -0.824276 -1.951312 2.032273 -3.0 3.3 1.2 0.00
H 2.735073 0.925905 -3.348294 0.4 -0.8 0.6 0.00
H -1.824838 0.063209 4.096183 -1.8 -3.3 2.7 0.00
H 3.624864 0.490921 -1.039530 -1.4 -0.9 0.5 0.07
H -0.953445 1.825565 -0.407055 0.1 -1.0 0.2 -0.02
H -1.487903 1.560479 4.143059 0.1 -2.1 -1.3 0.00
H -2.274768 -1.545408 -1.271985 -3.0 1.6 0.8 0.00
H 3.714862 -0.609487 -3.265325 -0.5 0.2 0.5 0.01
H -1.280433 0.538678 2.006031 -1.5 -0.5 -0.8 0.00
H -0.454876 -0.477080 -0.637628 2.3 -0.2 2.8 0.02
H 1.692504 2.172780 -1.754033 -0.7 -0.3 0.8 0.00
H -2.522672 0.102725 1.089720 -0.5 0.0 0.1 0.00
H -3.873052 -1.479884 -1.460192 1.8 1.4 1.1 0.00
H 0.767522 -1.589412 0.027699 -0.3 2.5 0.4 0.00
H 1.885588 -0.591887 -3.216341 0.4 -0.3 -0.6 -0.01
H 2.734931 -1.225077 -0.991152 0.7 1.8 -0.4 0.00
H 0.268468 -0.210882 1.053744 0.2 -1.0 -2.8 0.02
H -0.699607 -3.185506 1.382311 1.6 0.4 1.2 0.00
H -0.335296 3.142738 -0.719819 -0.1 7.8 -0.3 -0.01
```
Forces are in eV/Å.

***

4.
The following is a DFT calculation (wB97M-V/def2-TZVPD) of a 2-piece molecular cluster, CH2F2NO2S overall.

lowest unoccupied orbital energy = 4.072 eV
largest force on an atom = 4.144 eV Å⁻¹
HOMO energy = -4.78 eV
Kohn-Sham gap = 8.9 eV
total energy = -842.45142 hartree
energy above the lowest of the compared OMol25 structures with the same formula, charge and spin = 41.1 kcal per mole
charge = -1

```
9
Properties=species:S:1:pos:R:3:forces:R:3:lowdin_charge:R:1
S -0.172086 -2.208848 1.610472 -0.4 -2.5 -0.7 0.45
F 1.357598 1.399893 -0.083662 -0.5 -1.1 0.0 -0.06
F -0.719923 1.751404 -0.490782 -0.5 -0.6 -0.5 -0.02
O -0.170268 -3.649155 2.023908 0.1 1.9 0.4 -0.47
O 0.017157 -2.200661 0.154796 0.3 0.3 -0.3 -0.45
N -0.441065 -1.008594 2.364048 0.1 -0.1 0.8 -0.36
C 0.138526 0.706072 -0.272122 0.4 1.8 3.7 -0.22
H 0.242498 0.018481 -1.019785 0.2 -1.1 -2.8 0.07
H -0.172414 0.092728 0.630068 0.6 1.5 -0.6 0.06
```
Forces are in eV/Å.

***

5.
The following is a DFT calculation (wB97M-V/def2-TZVPD) of the molecule C7H10.

lowest unoccupied orbital energy = -0.148 eV
largest force on an atom = 0.331 eV Å⁻¹
HOMO energy = -8.66 eV
Kohn-Sham gap = 8.5 eV
total energy = -272.56321 hartree
energy above the lowest of the compared OMol25 structures with the same formula, charge and spin = 97.1 kcal per mole

```
17
Properties=species:S:1:pos:R:3:forces:R:3:lowdin_charge:R:1
C 1.608622 -1.314864 -0.010534 0.0 0.0 0.1 -0.06
C -0.823296 1.573919 0.294504 0.0 0.1 0.1 -0.29
C -1.662225 0.552373 -0.413825 -0.1 -0.1 -0.1 -0.29
C 0.525752 -0.282532 -0.216333 0.0 0.1 -0.2 -0.41
C -0.929885 1.596125 -1.198531 -0.2 0.0 0.2 0.19
C 0.431299 0.866513 0.797486 0.1 -0.1 -0.1 -0.13
C -0.921834 -0.779424 -0.341449 0.1 0.0 0.0 -0.13
H 2.593878 -0.834171 -0.005374 -0.1 -0.1 0.1 0.08
H -2.744964 0.581156 -0.509176 0.1 -0.1 0.0 0.13
H -1.225456 -1.379352 0.530143 0.0 0.2 -0.1 0.12
H -1.199869 2.461161 0.797618 0.1 -0.1 0.0 0.13
H -1.069389 -1.386358 -1.241504 0.0 0.1 0.1 0.12
H 1.467609 -1.843083 0.936847 0.1 0.0 0.0 0.08
H 1.314832 1.513495 0.765670 -0.1 0.0 0.0 0.12
H 0.317119 0.493659 1.826986 -0.1 0.1 -0.2 0.12
H 1.597634 -2.043599 -0.829445 0.0 0.1 0.2 0.08
H 0.720175 0.224984 -1.183085 0.1 -0.1 0.1 0.13
```
Forces are in eV/Å.

***

6.
The following is a DFT calculation (wB97M-V/def2-TZVPD) of C2H2LiNiO2 as an isolated structure.

lowest unoccupied orbital energy (spin up / spin down) = -5.344 / -5.594 eV
largest force on an atom = 3.355 eV Å⁻¹
HOMO energy (spin up / spin down) = -13.03 / -13.27 eV
Kohn-Sham gap (spin up / spin down) = 7.7 / 7.7 eV
total energy = -1743.30354 hartree
energy above the lowest of the compared OMol25 structures with the same formula, charge and spin = 45.4 kcal per mole
charge = +1
2S+1 = 3

```
8
Properties=species:S:1:pos:R:3:forces:R:3:mulliken_spin:R:1
Ni -3.029836 -0.438021 0.399452 1.0 0.1 -0.8 1.01
O 1.252232 -0.335334 -0.338855 -2.0 -1.1 -0.5 -0.02
O -0.892340 1.165168 0.246084 0.9 -1.0 -1.4 -0.01
C 0.127469 -0.862404 -0.298642 2.3 0.9 0.0 0.02
C -1.109066 0.023186 -0.229895 -2.2 0.8 2.4 0.00
Li 1.103376 1.683298 -0.174962 -0.6 -0.1 0.0 0.04
H 0.018811 -1.955746 -0.189856 0.0 0.3 -0.2 0.00
H 2.529350 0.719856 0.586672 0.6 0.1 0.5 0.96
```
Forces are in eV/Å.

***

Number 6 is which compound? C2H2LiNiO2